(1)
The following is a DFT calculation (ωB97M-V/def2-TZVPD) of 10 unconnected molecules or ions with the total composition C26H67B5F20N6O4 in a non-equilibrium geometry.

XYZ file:
```
128
Properties=species:S:1:pos:R:3:forces:R:3
C -7.02922 3.13296 2.32530 -0.644 -0.011 -0.665
C -5.86746 2.20638 1.94359 -0.619 -1.343 1.851
N -4.86593 2.98778 1.33448 2.217 0.424 -1.864
C -4.84980 3.10173 -0.05192 1.793 1.403 1.138
C -3.79975 3.97726 -0.28148 -1.090 0.913 -2.263
N -3.25004 4.47150 0.86668 -1.751 -3.343 1.799
C -3.85494 3.68915 1.84244 -0.100 1.463 0.117
C -2.12423 5.36848 1.12381 1.108 0.250 0.004
H -7.14351 3.88187 1.54160 0.279 0.160 -0.057
H -6.86536 3.67317 3.25773 0.153 -0.224 0.003
H -8.03056 2.70241 2.33074 0.251 -0.565 0.372
H -6.01228 1.32491 1.31899 -0.919 0.547 -0.688
H -5.45297 1.63151 2.77174 0.133 0.680 0.699
H -5.55675 2.52262 -0.62747 0.303 0.395 -0.313
H -3.51826 4.42292 -1.22411 0.224 -0.188 -0.207
H -3.62686 3.65806 2.89762 0.212 0.318 -0.157
H -2.16251 5.66446 2.17216 -0.118 -0.034 -0.176
H -2.04894 6.25049 0.48781 -0.907 -0.132 -0.168
H -1.16424 4.87757 0.96402 -0.307 -0.379 0.063
C -2.16209 0.61645 0.12785 1.848 1.994 0.504
N -1.02222 0.92669 -0.90912 -0.509 -1.517 -0.104
C -1.53626 0.32810 -2.27522 2.451 0.439 0.208
C -0.67683 2.44625 -1.06029 -1.045 -0.904 1.707
C 0.23729 0.14064 -0.28918 0.253 0.278 0.224
C 1.66156 0.65275 -0.67518 -1.399 1.848 -0.619
O 1.75684 0.63378 -2.05215 -0.578 -2.144 0.118
H -1.74645 1.02767 1.04776 -0.240 0.094 0.088
H -2.32249 -0.43252 0.37691 0.120 -0.116 -1.009
H -3.05824 1.20521 -0.06805 0.037 -0.400 -0.595
H -1.74691 -0.73369 -2.14747 -0.473 0.284 0.289
H -0.67305 0.36388 -2.93983 0.118 0.059 -0.114
H -2.26327 0.95996 -2.78543 -0.337 -0.077 0.656
H -0.53200 2.78843 -0.03558 0.575 -0.197 0.146
H -1.57057 3.00778 -1.33235 0.217 -0.434 -0.988
H 0.21548 2.63065 -1.65851 -0.469 -0.303 -0.402
H 0.12309 -0.93480 -0.42519 -0.161 0.081 -1.197
H 0.11323 0.13888 0.79373 -0.036 0.941 0.085
H 2.46327 0.21946 -0.07718 0.038 -1.350 0.029
H 1.85941 1.69343 -0.41840 -0.810 0.392 0.773
H 2.39838 1.26293 -2.39006 0.373 0.653 -0.390
C 7.42447 0.75779 2.17906 -0.908 0.656 0.828
N 6.28738 1.68053 1.68447 0.923 -1.899 -0.272
C 5.01769 1.17979 2.38448 -0.869 0.138 -0.898
C 6.72768 3.10449 2.05280 -0.565 -1.948 0.202
C 6.21271 1.46029 0.12640 -0.438 1.215 -0.056
C 5.54969 2.64567 -0.66433 0.036 -2.751 -0.555
O 4.26719 2.92285 -0.14873 1.053 0.610 0.982
H 8.36100 0.97827 1.66679 -0.281 -0.253 -0.121
H 7.09041 -0.27963 2.19520 0.202 0.085 -0.887
H 7.53882 0.96113 3.24380 0.181 0.310 0.020
H 4.97603 0.09594 2.49239 0.709 -0.060 -0.600
H 4.18352 1.44367 1.73438 -0.041 0.284 0.193
H 4.79752 1.49461 3.40453 0.710 0.904 -0.149
H 7.69896 3.21545 1.57072 -0.277 0.506 -0.082
H 6.87162 2.95661 3.12309 -0.023 0.905 0.035
H 5.94245 3.81332 1.78999 0.297 -0.045 -0.042
H 5.78295 0.48959 -0.12089 -0.652 0.119 0.652
H 7.22857 1.33810 -0.24938 0.220 0.426 0.326
H 5.37326 2.19909 -1.64287 0.239 -0.117 -0.436
H 6.32180 3.38279 -0.88480 -0.507 0.960 0.749
H 3.87428 3.62229 -0.67599 -0.379 0.070 -0.441
C -2.09198 -6.32552 -3.56172 -1.519 -0.218 0.494
N -3.18150 -5.25344 -3.24750 1.538 1.506 -0.616
C -2.58837 -3.87131 -3.66181 -0.030 0.431 1.268
C -4.32547 -5.39632 -4.21958 0.064 -2.469 1.085
C -3.62129 -5.46521 -1.76081 -0.485 1.338 -1.199
C -4.48745 -4.28678 -1.17842 0.571 -0.847 -0.486
O -5.69616 -4.06193 -1.94230 1.044 -0.265 0.421
H -2.60288 -7.28505 -3.48187 -0.126 -0.067 -0.033
H -1.31617 -6.34433 -2.79630 -0.009 0.657 -0.157
H -1.70817 -6.26385 -4.58004 -0.063 0.581 0.194
H -2.65943 -3.79571 -4.74686 0.208 0.053 0.238
H -1.60118 -3.63392 -3.26532 0.313 -0.977 -0.221
H -3.12825 -3.05192 -3.18724 -0.763 -0.318 -0.348
H -5.15581 -4.69519 -4.13558 0.866 0.531 -0.096
H -4.73971 -6.33472 -3.85091 -0.468 -0.296 -0.543
H -3.87072 -5.60428 -5.18811 -0.434 0.563 -0.079
H -2.68405 -5.63678 -1.23142 -0.241 0.363 0.342
H -4.20377 -6.38603 -1.79113 -0.002 0.007 0.036
H -3.87963 -3.38531 -1.10090 0.066 -0.010 -0.206
H -4.75757 -4.56077 -0.15858 0.118 -0.248 0.094
H -6.01056 -3.21596 -1.61508 -0.317 0.099 -0.216
C 2.34628 -3.65848 5.29707 -2.836 0.319 -0.437
N 2.28707 -2.94857 3.95926 0.469 -0.795 -1.840
C 3.49315 -2.04782 3.81642 -1.089 -0.300 0.348
C 2.22123 -4.03507 2.81985 1.306 0.575 1.301
C 0.97281 -2.14350 3.75446 0.633 0.020 0.304
C 0.85891 -0.97170 4.72541 -0.350 0.485 -0.577
O 1.73959 0.08289 4.32599 0.213 -1.083 0.585
H 2.39745 -2.98215 6.15034 0.823 0.131 -0.356
H 2.90250 -4.59077 5.39482 0.495 0.540 -0.529
H 1.28686 -3.91424 5.31502 -0.042 -0.838 0.639
H 3.38458 -1.38574 2.95737 -0.129 -0.230 0.043
H 4.38620 -2.66842 3.74278 -0.051 0.109 0.244
H 3.37464 -1.47104 4.73368 0.989 0.316 -0.266
H 3.17572 -4.55674 2.88992 -0.117 -0.295 0.173
H 2.21689 -3.59078 1.82451 -0.685 0.273 0.271
H 1.38995 -4.69962 3.05531 0.015 0.216 -0.353
H 0.17521 -2.88401 3.81427 -0.077 0.118 0.321
H 0.99841 -1.83160 2.71035 0.075 0.238 0.084
H 0.99968 -1.33510 5.74337 0.579 0.140 0.268
H -0.15118 -0.56372 4.76233 -0.202 -0.335 -0.479
H 1.26291 0.91450 4.37888 -0.301 0.482 -0.082
B 3.32990 2.14729 -4.33469 -1.814 0.515 -1.885
F 3.01588 2.61289 -3.07060 -0.345 0.527 2.951
F 2.47979 2.75479 -5.21270 -0.584 0.029 -0.707
F 4.57484 2.48684 -4.59836 4.350 1.439 -0.523
F 3.28467 0.79532 -4.38458 -0.628 -2.415 0.392
B -0.34607 5.13378 -3.71727 1.917 0.294 -1.138
F 0.55292 5.67667 -2.77980 0.314 0.579 1.009
F 0.31724 4.08650 -4.32464 -0.470 -0.466 0.021
F -1.47257 4.73915 -3.04584 -1.955 -0.840 1.284
F -0.68469 6.10356 -4.65004 -0.336 0.584 -0.350
B -0.21957 2.21947 2.90484 0.758 2.325 -1.911
F 0.85309 2.18615 2.06382 1.769 0.006 -1.086
F -1.12044 3.13071 2.40212 -1.484 1.239 -0.596
F -0.75807 1.04984 2.99945 -2.725 -5.563 -0.193
F 0.12370 2.54664 4.13226 1.763 1.646 4.182
B -0.73838 -3.93479 0.05554 -0.403 -0.611 0.563
F -1.51489 -3.06231 -0.65424 -1.603 0.395 -1.596
F -0.40810 -5.12597 -0.64537 -0.050 0.566 -0.036
F 0.34010 -3.15383 0.39369 1.955 -0.046 0.817
F -1.45444 -4.30663 1.21154 0.033 -0.268 0.401
B -1.89911 0.05549 -6.23521 1.177 -0.478 -1.297
F -2.51631 -1.03475 -5.62015 -0.801 -1.213 1.323
F -2.82652 1.04039 -6.41643 -0.858 0.913 -0.036
F -0.77958 0.46041 -5.57374 0.596 0.736 2.007
F -1.36479 -0.42170 -7.43153 -0.447 -0.460 -1.575
```
Forces are in eV/Å.

Output
multiplicity: 1
charge: 0

Here are the Löwdin charges for atoms 1 to 6, given in e: C -0.04; C -0.19; N -0.10; C 0.01; C -0.02; N -0.02

=====

(2)
The following is a DFT calculation (ωB97M-V/def2-TZVPD) of 2 unconnected molecules or ions with the total composition C2HN3S2 in a non-equilibrium geometry.

XYZ file:
```
8
Properties=species:S:1:pos:R:3:forces:R:3
C 1.30004 -0.74551 0.25203 3.033 1.674 0.907
C -1.67613 1.04540 -0.27739 1.292 -1.101 -0.962
N -2.50871 0.08943 -0.13145 -1.911 1.274 1.241
N -3.50346 -0.37207 0.22319 0.220 -0.876 -0.329
N 2.37307 -0.21672 0.33328 -2.717 -1.952 -1.505
S -0.18807 1.02426 -0.86196 0.133 1.063 -0.221
S 3.70241 0.45862 -0.20052 0.527 0.477 0.457
H 0.50084 -1.28340 0.66282 -0.578 -0.560 0.413
```
Forces are in eV/Å.

Output
multiplicity: 3
charge: 0
<S²>: 2.07

Here are the natural (NBO) charges for atoms 1 to 6, given in e: C 0.10; C -0.16; N -0.10; N 0.05; N -0.42; S 0.21

=====

(3)
The following is a DFT calculation (ωB97M-V/def2-TZVPD) of a single C22H19N3O3 molecule in a non-equilibrium geometry.

XYZ file:
```
47
Properties=species:S:1:pos:R:3:forces:R:3
C -5.03715 -1.80446 -1.97685 -0.110 0.051 0.171
H -4.72651 -1.12654 -2.76797 0.038 0.036 -0.101
H -5.96108 -2.29101 -2.28033 -0.038 -0.083 -0.083
H -4.26944 -2.56397 -1.85463 0.085 -0.117 -0.045
C -5.25477 -1.02390 -0.67950 0.007 -0.147 -0.090
C -4.00014 -0.30927 -0.26380 -0.135 0.182 0.065
N -3.99143 0.97369 -0.50713 -0.475 -0.006 -0.209
C -2.90689 1.71660 -0.22918 0.691 -0.100 0.270
C -2.94472 3.09642 -0.51782 0.172 0.174 0.020
C -1.85367 3.88072 -0.27023 -0.273 0.011 -0.093
C -0.68468 3.32090 0.26846 0.206 -0.219 0.092
C -0.61946 1.98674 0.56195 0.164 0.221 0.009
C -1.73094 1.15094 0.33443 -0.464 0.069 -0.176
C -1.76977 -0.23926 0.61130 -0.464 -0.045 -0.241
C -2.89340 -0.98668 0.32008 0.577 0.279 0.202
C -2.91980 -2.45252 0.62975 0.010 -0.071 -0.111
H -2.46386 -2.64499 1.59957 -0.015 -0.091 0.033
H -2.33997 -2.99594 -0.11608 -0.012 -0.116 0.016
H -3.93051 -2.84693 0.63875 -0.040 -0.044 0.024
C -0.56500 -0.90684 1.18350 0.019 -0.198 -0.061
O 0.04813 -1.79993 0.66170 -0.076 0.056 0.065
O -0.24531 -0.38194 2.38021 -0.320 0.201 0.090
C 0.94929 -0.86169 2.99349 0.346 -0.388 -0.181
C 2.14130 -0.21837 2.37739 0.031 0.337 0.433
N 2.76774 0.83750 2.78598 -1.161 -0.506 0.889
N 3.74785 1.08256 1.90329 0.993 0.036 -1.175
C 3.67708 0.16324 0.98333 -0.147 0.546 0.776
C 4.52074 0.01728 -0.17983 0.158 -0.273 -0.482
C 4.26325 -0.98699 -1.11175 0.003 0.131 0.151
C 5.07963 -1.11643 -2.21914 0.047 -0.027 -0.084
C 6.14784 -0.25241 -2.40151 0.000 -0.025 -0.033
C 6.40217 0.74846 -1.47539 0.027 0.016 -0.020
C 5.59364 0.88876 -0.36473 -0.170 -0.107 0.076
H 5.77005 1.65792 0.37005 0.052 0.094 0.059
H 7.23477 1.41983 -1.62236 0.062 0.058 -0.001
H 6.78338 -0.35856 -3.26816 0.049 -0.005 -0.065
H 4.88241 -1.89304 -2.94289 -0.016 -0.056 -0.054
H 3.42588 -1.65206 -0.96240 -0.062 -0.061 0.000
O 2.66798 -0.70081 1.23459 0.180 -0.079 -0.248
H 1.01548 -1.94828 2.86552 -0.030 0.195 0.161
H 0.88270 -0.58000 4.04378 0.059 -0.036 -0.176
H 0.28716 1.57474 0.97780 0.088 0.005 0.051
H 0.17138 3.95301 0.45192 0.084 0.022 0.023
H -1.87988 4.93754 -0.49124 -0.035 0.078 -0.027
H -3.85258 3.49742 -0.94005 -0.100 0.030 -0.045
H -5.59791 -1.69580 0.10905 -0.056 0.004 0.011
H -6.02096 -0.26561 -0.84290 0.053 -0.036 0.116
```
Forces are in eV/Å.

Output
multiplicity: 1
SMILES string: CCc1nc2ccccc2c(C(=O)OCc2nnc(-c3ccccc3)o2)c1C
charge: 0

Here are the natural (NBO) charges for atoms 1 to 6, given in e: C -0.60; H 0.21; H 0.21; H 0.20; C -0.44; C 0.25

=====

E values, unit a.u., following the record order: -3782.65611, -1037.23672, -1239.75506.